Below is a cluster of 13 separate species, C26H68BN8O20 in total, with properties calculated with ωB97M-V/def2-TZVPD.

Computed properties:
**Net charge**: -1
**E_LUMO**: 1.976 eV
**Highest occupied orbital energy**: -7.224 eV
**E_tot**: -81624.25141 eV

XYZ file:
```
123
C26H68BN8O20 (ωB97M-V/def2-TZVPD)
O 22.773 -11.691 1.108
C 22.519 -12.300 2.108
O 22.740 -13.558 2.379
B 22.299 -13.947 3.742
O 21.847 -12.627 4.291
C 22.034 -11.651 3.435
O 21.818 -10.493 3.654
O 23.415 -14.561 4.501
C 23.081 -15.786 4.872
O 23.829 -16.608 5.322
C 21.620 -15.943 4.444
O 21.216 -14.912 3.749
O 20.978 -16.910 4.774
O 23.387 -8.970 0.666
H 22.837 -9.736 0.899
H 24.279 -9.325 0.621
O 24.870 -15.680 7.738
H 24.311 -15.990 7.004
H 25.673 -16.213 7.643
C 20.926 -19.386 8.285
O 21.919 -18.723 8.042
N 19.822 -19.370 7.476
N 20.905 -20.341 9.276
H 19.227 -20.174 7.471
H 19.849 -18.680 6.747
H 21.715 -20.375 9.865
H 20.063 -20.815 9.537
C 24.838 -9.790 6.732
O 24.521 -8.735 7.295
N 23.997 -10.512 5.943
N 26.109 -10.279 6.759
H 23.081 -10.137 5.773
H 24.390 -11.275 5.424
H 26.313 -11.220 6.435
H 26.570 -9.862 7.558
C 19.538 -7.317 2.162
O 19.833 -6.741 1.120
N 18.272 -7.229 2.703
N 20.418 -8.049 2.895
H 17.742 -6.447 2.368
H 18.115 -7.630 3.607
H 20.095 -8.378 3.785
H 21.388 -8.183 2.679
C 27.087 -18.432 7.001
O 27.468 -17.348 7.483
N 27.734 -19.590 7.236
N 25.956 -18.512 6.264
H 28.685 -19.459 7.541
H 27.456 -20.469 6.847
H 25.761 -19.265 5.632
H 25.575 -17.616 5.995
C 19.846 -20.198 3.634
C 21.371 -20.028 3.430
C 21.811 -19.110 2.296
O 21.958 -19.584 4.637
H 19.362 -19.235 3.480
H 19.672 -20.702 4.587
H 19.415 -20.980 2.996
H 21.854 -21.008 3.317
H 21.642 -19.379 1.246
H 22.889 -18.952 2.333
H 21.225 -18.185 2.341
H 21.651 -18.661 4.720
C 25.128 -15.835 1.743
C 25.892 -15.383 0.504
C 26.293 -16.573 -0.342
O 24.941 -14.611 -0.259
H 24.787 -14.939 2.259
H 25.731 -16.447 2.418
H 24.270 -16.450 1.457
H 26.720 -14.744 0.817
H 25.449 -17.156 -0.709
H 27.004 -17.211 0.193
H 26.855 -16.296 -1.240
H 24.135 -14.573 0.267
C 20.551 -16.150 0.035
C 20.416 -15.146 -1.099
C 21.759 -14.766 -1.725
O 19.539 -15.732 -2.090
H 19.610 -16.600 0.347
H 21.008 -15.728 0.934
H 21.233 -16.946 -0.273
H 19.919 -14.215 -0.811
H 21.800 -14.499 -2.779
H 22.489 -15.567 -1.592
H 22.027 -13.892 -1.125
H 19.136 -15.011 -2.579
C 27.972 -12.415 4.515
C 26.975 -13.519 4.803
C 27.547 -14.848 5.293
O 26.138 -12.952 5.854
H 28.533 -12.242 5.437
H 27.442 -11.497 4.262
H 28.699 -12.592 3.722
H 26.309 -13.684 3.947
H 28.379 -14.706 5.984
H 27.851 -15.400 4.402
H 26.817 -15.391 5.891
H 25.623 -13.719 6.153
C 17.441 -14.567 3.607
C 17.514 -15.674 4.633
C 16.628 -15.396 5.863
O 17.210 -16.939 4.035
H 17.826 -13.635 4.023
H 16.485 -14.352 3.112
H 18.038 -14.853 2.734
H 18.587 -15.701 4.836
H 16.455 -14.322 5.895
H 17.117 -15.785 6.754
H 15.683 -15.924 5.739
H 16.460 -16.796 3.447
C 19.262 -10.848 0.609
C 19.467 -10.355 -0.795
C 19.794 -11.417 -1.854
O 18.116 -9.884 -1.142
H 20.208 -11.128 1.078
H 18.458 -11.579 0.650
H 19.010 -9.989 1.237
H 20.100 -9.476 -0.924
H 19.065 -12.198 -2.059
H 20.700 -11.898 -1.467
H 20.001 -10.860 -2.769
H 18.181 -9.275 -1.883
```

---

Below is a structure of composition C22H26N2O3S, with properties calculated with ωB97M-V/def2-TZVPD.

Computed properties:
**Relative energy (zero: lowest compared OMol25 entry of this formula, charge and spin)**: 2233.8 kJ/mol
**E_LUMO**: 0.525 eV
**Highest occupied orbital energy**: -8.009 eV
**E_tot**: -43172.43568 eV

XYZ file:
```
54
C22H26N2O3S (ωB97M-V/def2-TZVPD)
C 0.866 1.232 -4.510
C 1.142 2.253 -3.899
C 0.221 3.099 -3.259
H -0.843 2.966 -3.487
H 0.169 4.364 -3.511
C 0.361 3.334 -1.650
N 0.300 2.016 -1.110
C 1.100 0.939 -1.385
O 2.263 1.179 -1.793
C 0.840 -0.436 -0.742
N -0.108 -1.133 -1.158
O -0.097 -2.289 -0.638
C 0.961 -2.365 0.158
C 1.885 -1.297 -0.136
H 2.690 -0.974 0.135
C 1.600 -3.588 0.854
O 1.231 -3.491 2.357
C 0.009 -3.188 2.597
C -0.448 -2.094 2.680
C -1.608 -1.636 3.107
C -2.722 -2.646 3.177
C -2.070 -3.921 3.005
C -0.857 -4.341 2.640
S -0.156 -5.876 2.462
C -1.889 -7.097 2.548
H -1.422 -8.089 2.683
H -2.191 -6.760 3.956
H -2.522 -6.903 1.975
H -2.909 -4.679 3.222
H -3.637 -2.462 3.593
H -2.026 -0.697 3.151
H 0.189 -1.135 2.562
H 0.936 -4.550 0.386
H 2.483 -3.820 0.772
C -1.134 1.664 -0.644
C -1.798 2.722 -1.104
C -1.008 3.895 -1.160
H -0.359 4.306 0.043
H -1.141 4.795 -1.699
H -2.269 2.787 -2.053
H -2.587 3.043 -0.060
H -0.757 1.576 0.411
H -1.522 0.808 -1.107
C 1.626 4.006 -1.157
C 1.826 3.900 0.104
C 1.911 4.806 1.118
H 2.091 4.821 2.208
H 1.907 5.872 0.785
H 1.816 2.775 0.561
H 1.766 5.014 -1.678
H 2.478 3.306 -1.754
H 2.185 2.635 -4.031
H 1.421 0.428 -5.092
H -0.193 0.928 -4.434
```

---

Below is a cluster of 2 separate species, C5H11BrN in total, with properties calculated with ωB97M-V/def2-TZVPD.

Computed properties:
**Net charge**: +1
**Relative energy (zero: lowest compared OMol25 entry of this formula, charge and spin)**: 279.7 kJ/mol
**E_LUMO**: -4.864 eV
**Highest occupied orbital energy**: -12.969 eV
**E_tot**: -76886.60452 eV

XYZ file:
```
18
C5H11BrN (ωB97M-V/def2-TZVPD)
C 2.840 0.816 -0.425
C 1.766 0.112 -0.769
C 3.477 0.993 0.949
C -2.040 0.515 0.106
C -3.399 -1.360 -0.215
N -2.201 -0.701 -0.031
Br 0.969 -1.229 0.433
H 3.116 1.426 -1.297
H 3.431 1.937 1.419
H 4.522 0.806 0.623
H 3.033 0.290 1.727
H -1.193 1.004 0.166
H 1.326 0.042 -1.753
H -2.885 1.006 -0.187
H -4.132 -0.472 -0.465
H -3.418 -1.985 -1.165
H -3.870 -1.906 0.709
H -1.342 -1.293 0.173
```

---

Below is the molecule C8H11N, with properties calculated with ωB97M-V/def2-TZVPD.

Computed properties:
**Relative energy (zero: lowest compared OMol25 entry of this formula, charge and spin)**: 383.5 kJ/mol
**E_LUMO**: 0.970 eV
**Highest occupied orbital energy**: -8.846 eV
**E_tot**: -9959.14920 eV
**SMILES string**: C1=C[C@H]2C[C@H]3C[C@@H]1N[C@H]32

XYZ file:
```
20
C8H11N (ωB97M-V/def2-TZVPD)
C 0.579 1.649 -0.451
C -0.723 1.626 0.006
C -1.338 0.365 0.405
C -1.619 -0.675 -0.786
C -0.192 -1.454 -0.156
C 1.071 -0.851 -1.000
C 1.377 0.328 -0.214
N 1.114 -0.216 1.162
C -0.327 -0.608 1.126
H 0.973 2.559 -1.092
H -1.125 2.647 -0.159
H -2.278 0.640 1.159
H -1.251 -0.138 -1.800
H -2.803 -0.929 -0.659
H -0.065 -2.524 0.085
H 1.759 -1.604 -0.980
H 0.650 -0.926 -2.168
H 2.551 0.185 -0.243
H 1.303 0.507 1.996
H -0.488 -1.193 2.146
```